# 1
Here is a structure of composition C45H47As2Cl4GeIrN7O10PS from the OMol25 dataset. Energies are from ωB97M-V/def2-TZVPD.

Calculated values
LUMO level (spin up / spin down) = -0.20424 / -0.24120 Eh
net charge = +2
calculated total energy = -12111.26330 a.u.
molecular weight = 1465.43 g mol⁻¹
energy relative to the best compared isomer or geometry (same formula, charge and spin) = 58.5 kcal/mol
HOMO level (spin up / spin down) = -12.19 / -12.57 eV
spin multiplicity = 5

Last column: Mulliken spin population.
Geometry (Å):
Ir (-15.0468, -5.7610, 15.8548)  1.39
O (-15.1928, -8.9546, 17.7684)  0.01
C (-14.7014, -8.3432, 16.8535)  -0.02
O (-15.4369, -7.6846, 15.9540)  0.14
C (-13.2274, -8.2848, 16.6812)  0.04
P (-12.6419, -6.5956, 16.2648)  0.27
C (-11.5313, -6.0671, 17.6563)  0.03
C (-10.3290, -5.4268, 17.3419)  0.05
C (-9.3956, -5.0278, 18.2733)  -0.01
C (-9.6136, -5.3567, 19.5791)  0.02
C (-10.8105, -5.9698, 19.9344)  -0.01
C (-11.7816, -6.3276, 18.9746)  0.02
C (-11.5167, -6.6999, 14.8574)  -0.03
C (-11.4400, -5.5951, 14.0241)  0.02
C (-10.4352, -5.5343, 13.0357)  0.01
C (-9.5071, -6.5701, 12.8867)  0.00
C (-9.5461, -7.6626, 13.7505)  0.00
C (-10.5575, -7.7627, 14.7385)  0.01
H (-12.9730, -8.9358, 15.8668)  0.00
H (-12.7023, -8.6900, 17.5659)  0.00
H (-10.1161, -5.1767, 16.2787)  -0.01
H (-8.4439, -4.5360, 18.0031)  0.00
H (-8.9730, -5.0833, 20.4205)  0.00
H (-10.9610, -6.1164, 20.9605)  0.00
H (-12.6821, -6.8041, 19.3347)  0.00
H (-12.1264, -4.8070, 14.1194)  0.01
H (-10.3667, -4.6317, 12.3828)  0.00
H (-8.8251, -6.5084, 12.0780)  0.00
H (-8.8539, -8.4890, 13.6151)  0.00
H (-10.5253, -8.5850, 15.4242)  0.00
Cl (-13.4585, -0.3728, 16.6808)  0.12
Ge (-11.9120, -1.8762, 16.2844)  0.63
Cl (-10.0957, -1.1600, 17.1315)  0.13
Cl (-11.6031, -2.0683, 14.1351)  0.12
C (-17.4436, -6.7365, 18.1691)  0.05
C (-16.3563, -5.7651, 18.6167)  -0.04
N (-15.2669, -5.5019, 17.9045)  0.06
C (-14.5057, -4.6279, 18.6485)  -0.05
C (-15.1364, -4.3889, 19.8417)  0.00
N (-16.2882, -5.1585, 19.8104)  0.00
C (-17.2326, -5.0751, 20.9074)  0.00
N (-18.2678, -4.1090, 20.6887)  0.00
N (-19.4552, -4.5105, 20.2320)  0.00
N (-20.2787, -3.5059, 20.1521)  0.00
C (-19.5967, -2.3844, 20.5198)  0.00
C (-20.1077, -1.1081, 20.6201)  0.00
C (-19.1984, -0.1619, 20.9542)  0.00
C (-17.8396, -0.4615, 21.2782)  0.00
C (-17.3938, -1.7402, 21.2365)  0.00
C (-18.3127, -2.7393, 20.8836)  0.00
H (-17.7527, -6.4594, 17.1619)  -0.04
H (-18.3000, -6.7642, 18.8616)  0.00
H (-16.9539, -7.7229, 18.2244)  0.01
H (-13.6009, -4.1866, 18.3686)  0.05
H (-14.8430, -3.8216, 20.7191)  0.00
H (-16.6591, -4.8563, 21.7530)  0.00
H (-17.7015, -6.0483, 21.0620)  0.00
H (-21.0960, -0.8460, 20.2933)  0.00
H (-19.4774, 0.8852, 21.0458)  0.00
H (-17.2156, 0.4017, 21.5204)  0.00
H (-16.3574, -1.9703, 21.4127)  0.00
N (-13.9472, -6.6640, 8.9245)  0.00
C (-15.1685, -6.6223, 9.5023)  0.00
S (-16.6077, -6.8455, 8.7290)  0.00
C (-15.1829, -6.4205, 10.9882)  0.00
C (-14.6721, -5.2113, 11.5375)  0.00
C (-14.6680, -5.0348, 12.9043)  0.00
N (-15.0758, -5.9826, 13.7626)  -0.09
C (-15.4773, -7.1456, 13.2522)  0.02
C (-15.5215, -7.4119, 11.9098)  -0.01
H (-13.8752, -6.7268, 7.8914)  0.00
H (-13.1267, -6.3995, 9.4355)  0.00
H (-14.4469, -4.3040, 10.9292)  0.00
H (-14.4159, -4.0921, 13.3770)  0.00
H (-15.8271, -7.9221, 13.9694)  -0.01
H (-15.7719, -8.3801, 11.5858)  0.00
Cl (-14.8507, -3.4865, 15.6570)  0.12
C (-20.7667, -9.3298, 14.1982)  0.00
O (-21.1613, -8.0105, 14.6945)  0.00
C (-20.3432, -7.0141, 14.6771)  0.00
O (-19.1367, -7.1737, 14.2982)  0.00
C (-20.5374, -5.5735, 14.9193)  0.02
C (-21.4903, -4.9039, 15.5300)  0.00
As (-21.9344, -2.9959, 15.5453)  0.17
C (-21.8899, -2.7317, 17.4487)  0.02
C (-20.1348, -2.2254, 15.1317)  -0.10
C (-19.2022, -2.1576, 15.9836)  0.54
As (-18.6563, -5.2933, 14.4002)  0.00
C (-18.7112, -5.2569, 12.4312)  0.01
C (-18.5293, -2.5114, 17.2198)  0.13
O (-18.3264, -3.6906, 17.4674)  0.14
O (-18.2115, -1.5363, 18.0538)  0.01
C (-18.6396, -0.2302, 17.6511)  0.06
C (-20.0273, -1.9564, 13.6620)  0.06
O (-20.3305, -2.8754, 12.9244)  0.00
O (-19.6199, -0.8068, 13.2055)  0.00
C (-18.9893, 0.1712, 14.0440)  0.01
C (-22.6351, -5.7299, 16.1143)  -0.01
O (-22.3577, -6.6282, 16.8676)  0.00
O (-23.8601, -5.2841, 15.7870)  0.00
C (-24.9294, -5.8588, 16.5647)  0.00
H (-20.0694, -9.1827, 13.3325)  0.00
H (-21.6727, -9.8229, 13.9151)  0.00
H (-20.2298, -9.8496, 15.0177)  0.00
H (-22.8810, -2.7710, 17.8743)  0.00
H (-21.5283, -1.7022, 17.5828)  0.00
H (-21.1531, -3.3616, 17.9223)  -0.01
H (-19.6749, -5.6080, 12.1041)  0.00
H (-17.9478, -5.9731, 12.0663)  0.00
H (-18.4575, -4.2382, 12.1611)  0.00
H (-18.1879, 0.4918, 18.3632)  0.00
H (-19.7326, -0.1725, 17.8084)  0.00
H (-18.3363, -0.1031, 16.5662)  -0.04
H (-18.6990, 0.9121, 13.3084)  0.00
H (-18.1062, -0.2473, 14.4871)  0.00
H (-19.6164, 0.6253, 14.7937)  0.00
H (-25.5527, -5.0192, 16.7838)  0.00
H (-24.5469, -6.2673, 17.5152)  0.00
H (-25.4935, -6.6160, 16.0370)  0.00

Atoms 1-2, force components in eV/Å:
Ir 0.141 0.362 -0.236
O -0.070 -0.058 -0.261


# 2
Here is a structure of composition C45H47N2O4P3Zn from the OMol25 dataset. Energies are from ωB97M-V/def2-TZVPD.

Calculated values
LUMO level = -0.02059 Eh
calculated total energy = -4956.82351 a.u.
molecular weight = 838.19 g mol⁻¹
HOMO level = -7.13 eV

Last column: Mulliken charge in e.
Geometry (Å):
Zn (-0.8102, -0.3084, -0.6964)  2.98
C (2.2464, -0.7449, 1.3198)  -1.46
N (2.0035, 0.1574, 2.4327)  0.98
C (0.7742, -0.0936, 3.1862)  -1.91
P (-0.8491, 0.0347, 2.1274)  1.22
C (-1.5868, 1.4979, 2.8749)  0.63
C (-1.5605, 2.6780, 2.0804)  -0.52
C (-2.2705, 3.7799, 2.5511)  -0.63
C (-2.7708, 3.8176, 3.8533)  -0.56
C (-2.5961, 2.6935, 4.6569)  -0.81
C (-2.0362, 1.5276, 4.1934)  -0.34
C (-1.7386, -1.3329, 2.9422)  0.17
C (-3.0421, -1.1563, 3.3876)  -0.83
C (-3.5849, -2.0111, 4.3368)  -0.86
C (-2.9291, -3.1952, 4.6195)  -0.52
C (-1.7747, -3.5389, 3.9671)  -0.63
C (-1.1472, -2.6081, 3.1168)  -0.46
C (2.9977, 0.9296, 3.0614)  0.78
C (2.6972, 2.1150, 3.7581)  -0.59
C (3.6847, 2.7253, 4.4981)  -0.53
C (4.9822, 2.2109, 4.6040)  -0.63
C (5.2957, 1.1022, 3.8704)  -0.71
C (4.3455, 0.4504, 3.1048)  -0.40
P (1.6182, -0.0323, -0.3170)  0.75
C (2.2763, 1.6445, -0.4990)  1.10
C (3.6183, 1.8661, -0.1697)  -0.47
C (4.1935, 3.1252, -0.3399)  -0.79
C (3.4129, 4.2113, -0.7504)  -0.76
C (2.0807, 3.9727, -1.0733)  -0.77
C (1.4661, 2.7182, -0.9207)  -0.47
C (2.5759, -1.0857, -1.4271)  1.14
C (3.5171, -0.5130, -2.3123)  -0.84
C (4.2775, -1.3645, -3.1291)  -0.48
C (4.0468, -2.7488, -3.1883)  -0.73
C (3.0470, -3.2801, -2.3658)  -0.65
C (2.3755, -2.4856, -1.4185)  -0.65
H (1.7857, -1.7505, 1.5032)  0.16
H (3.3545, -0.9238, 1.2209)  0.48
H (0.7705, 0.5624, 4.0856)  0.60
H (0.8435, -1.0867, 3.6361)  0.59
H (-1.1467, 2.6542, 1.1023)  0.35
H (-2.4530, 4.6363, 1.8807)  0.36
H (-3.3684, 4.6987, 4.1823)  0.34
H (-2.9505, 2.7794, 5.6948)  0.38
H (-1.8890, 0.6176, 4.8169)  0.53
H (-3.5790, -0.3066, 2.9918)  0.78
H (-4.5101, -1.7445, 4.8249)  0.49
H (-3.3229, -3.9032, 5.3834)  0.34
H (-1.3196, -4.5157, 4.1414)  0.44
H (-0.2006, -2.9183, 2.6482)  0.24
H (1.6981, 2.5244, 3.7580)  0.49
H (3.4139, 3.6742, 4.9676)  0.38
H (5.7147, 2.6520, 5.3038)  0.35
H (6.2938, 0.6840, 3.9092)  0.42
H (4.5868, -0.4470, 2.5691)  0.47
H (4.2412, 1.0668, 0.2123)  0.53
H (5.2527, 3.2360, -0.1045)  0.44
H (3.8341, 5.1944, -0.8840)  0.44
H (1.4705, 4.8098, -1.4544)  0.42
H (0.4030, 2.6454, -1.1259)  0.32
H (3.6179, 0.5481, -2.4085)  0.37
H (5.0784, -0.9459, -3.7329)  0.39
H (4.5702, -3.3743, -3.9223)  0.38
H (2.8933, -4.3350, -2.4542)  0.49
H (1.6988, -2.9295, -0.6694)  0.27
O (-7.2215, -2.8696, -0.0770)  -0.70
C (-6.3146, -3.7036, -0.2850)  0.42
O (-6.1395, -4.9553, -0.3193)  -0.73
C (-4.9839, -3.0377, -0.3964)  0.14
C (-3.7213, -3.6422, -0.4798)  -0.98
C (-2.5583, -2.9280, -0.6247)  -0.63
N (-2.4884, -1.5838, -0.7072)  0.73
C (-3.6899, -1.0132, -0.6476)  0.37
C (-4.9301, -1.6189, -0.4704)  -0.66
C (-3.6361, 0.5245, -0.7735)  -0.32
O (-4.6751, 1.1464, -0.7961)  -0.74
O (-2.4453, 1.0200, -0.9628)  -1.25
H (-3.6753, -4.7498, -0.3548)  0.38
H (-1.6259, -3.4555, -0.6754)  0.57
H (-5.7940, -0.9287, -0.4588)  0.56
C (-1.0638, -2.2837, -5.5001)  -1.52
C (-1.1591, -1.9235, -4.0323)  -0.43
P (-0.5808, -0.2313, -3.5126)  0.09
C (0.9267, -0.0276, -4.5826)  -0.37
C (1.6230, 1.3111, -4.6506)  -1.27
C (-1.8036, 0.8778, -4.4065)  -0.88
C (-1.7681, 2.3207, -3.8919)  -0.70
H (-1.6662, -3.1514, -5.7487)  0.42
H (-0.0340, -2.5432, -5.8063)  0.30
H (-1.4544, -1.4985, -6.1119)  0.35
H (-0.4777, -2.5948, -3.4470)  0.29
H (-2.1513, -2.0567, -3.6392)  0.38
H (0.6224, -0.3507, -5.5786)  0.70
H (1.6801, -0.7511, -4.2320)  0.12
H (0.9549, 2.0515, -5.1110)  0.38
H (2.5368, 1.2168, -5.2267)  0.38
H (1.8659, 1.5846, -3.6040)  0.13
H (-2.7780, 0.4448, -4.0885)  0.45
H (-1.6471, 0.7306, -5.4850)  0.53
H (-2.0019, 2.3055, -2.7877)  -0.06
H (-2.5213, 2.9413, -4.4001)  0.44
H (-0.8210, 2.8619, -4.1401)  0.15

Atoms 1-2, force components in eV/Å:
Zn -1.548 0.867 -0.529
C 1.031 0.348 0.660